Record 1
The following is a quantum chemistry calculation of one molecule with the formula C5H7NO, from OMol25.

Summary:
energy relative to the best compared isomer or geometry (same formula, charge and spin)	0.490	eV
HOMO	-10.30	eV
lowest unoccupied orbital energy	0.6422	eV

ORCA input file:
```
! RIJCOSX wB97M-V def2-TZVPD def2/J DEFGRID3
* xyz 0 1
C -1.93122 -0.47764 0.36770
C -0.71979 0.41812 0.47519
O -0.65725 1.33048 1.26483
C 0.46141 0.16485 -0.48931
C 1.75581 0.81232 0.00729
C 0.63800 -1.26947 -0.75333
N 0.77712 -2.40198 -0.94511
H -2.83181 0.11406 0.54572
H -1.86456 -1.23695 1.15540
H -1.99625 -0.99819 -0.59171
H 0.16026 0.62507 -1.44371
H 2.08420 0.33821 0.93633
H 2.54822 0.71126 -0.73882
H 1.57587 1.86986 0.20952
*
```



Record 2
The following is a quantum chemistry calculation of a 2-piece molecular cluster, C6H15N4 overall, from OMol25.

Summary:
energy relative to the best compared isomer or geometry (same formula, charge and spin)	4.568	eV
HOMO (alpha / beta)	-11.35 / -11.35	eV
lowest unoccupied orbital energy (alpha / beta)	-3.6564 / -3.6560	eV

ORCA input file:
```
! RIJCOSX wB97M-V def2-TZVPD def2/J DEFGRID3
* xyz 1 1
C -0.51720 1.32189 -0.37891
C 0.89881 -1.48784 0.34454
C -1.52796 0.49845 -0.65185
C -0.73285 2.74703 -0.38332
C 3.71447 -0.12415 0.46685
C 2.75176 -0.28186 -0.65925
N 0.69799 0.89556 -0.13888
N 1.35960 -0.33651 -0.17083
N -2.50098 -0.25706 -0.96916
N -3.71288 -1.33647 1.02213
H -0.12530 -1.59660 0.52778
H 1.51199 -2.34096 0.59550
H -1.89070 2.97291 -0.59005
H -0.14644 3.11640 -1.18585
H -0.39889 3.12651 0.61748
H 4.63590 -0.21539 -0.08799
H 3.58270 0.83062 0.89549
H 3.52128 -0.95713 1.19921
H 2.76000 0.50098 -1.34181
H 2.91239 -1.25950 -1.15873
H -3.00211 -0.69237 -0.09460
H -2.55531 -0.57162 -1.88162
H -3.11445 -0.84527 1.75950
H -3.47201 -2.31012 0.83221
H -4.64979 -1.39749 1.43216
*
```



Record 3
The following is a quantum chemistry calculation of one molecule with the formula C18H33N3O2, from OMol25.

Summary:
energy relative to the best compared isomer or geometry (same formula, charge and spin)	2.198	eV
HOMO	-8.74	eV
lowest unoccupied orbital energy	0.6299	eV

ORCA input file:
```
! RIJCOSX wB97M-V def2-TZVPD def2/J DEFGRID3
* xyz 0 1
O -1.86440 -1.68526 -1.10516
C -1.36471 -1.74887 -0.01311
C -2.11548 -2.00019 1.29659
N -3.52944 -2.20333 1.09142
C -4.18802 -2.73770 2.26945
C -5.64816 -3.03486 1.92611
O -6.31909 -1.87825 1.49096
C -5.67384 -1.33729 0.35943
C -4.21510 -0.99788 0.65558
N -0.02339 -1.59194 0.21725
N 0.82156 -1.35711 -0.80903
C 2.06718 -1.18366 -0.66462
C 2.86811 -0.92990 -1.91175
C 2.06216 -0.31613 -3.05957
C 1.45529 1.04843 -2.73092
C 2.49276 2.15032 -2.52133
C 1.88828 3.46002 -2.00660
C 1.37511 3.38532 -0.56567
C 2.49717 3.26044 0.47181
C 2.09002 2.47367 1.72089
C 1.84958 0.98246 1.46914
C 3.12808 0.20808 1.15163
C 2.84625 -1.20997 0.63204
H -1.70448 -2.90947 1.74778
H -1.90749 -1.15413 1.98421
H -3.69181 -3.66361 2.57025
H -4.15313 -2.02435 3.11418
H -6.18651 -3.39207 2.80615
H -5.67710 -3.80288 1.13890
H -6.23174 -0.43954 0.08887
H -5.70860 -2.05771 -0.46997
H -3.73845 -0.63318 -0.25305
H -4.17265 -0.21314 1.43444
H 0.32645 -1.65042 1.17277
H 3.27295 -1.89077 -2.24685
H 3.72328 -0.29958 -1.66245
H 2.71429 -0.22599 -3.93143
H 1.24862 -0.99833 -3.30385
H 0.79451 1.33966 -3.54999
H 0.83562 0.93451 -1.84360
H 2.99519 2.34691 -3.47203
H 3.25485 1.81075 -1.82055
H 2.64229 4.24893 -2.07062
H 1.05933 3.74220 -2.65961
H 0.79158 4.28397 -0.35385
H 0.69174 2.54128 -0.48233
H 2.81344 4.25958 0.77965
H 3.36705 2.78481 0.02005
H 1.17497 2.91138 2.12711
H 2.87125 2.58138 2.47779
H 1.14896 0.87061 0.64132
H 1.38213 0.54969 2.35880
H 3.70081 0.74423 0.39533
H 3.74924 0.14346 2.04838
H 2.31561 -1.78011 1.40008
H 3.79791 -1.71448 0.44956
*
```



Record 4
The following is a quantum chemistry calculation of C27H24MnNO6PS3 as an isolated structure, from OMol25.

Summary:
expectation value of S²	3.82
HOMO (alpha / beta)	-14.74 / -14.74	eV
lowest unoccupied orbital energy (alpha / beta)	-7.3127 / -10.1695	eV

ORCA input file:
```
! RIJCOSX wB97M-V def2-TZVPD def2/J DEFGRID3
* xyz 2 4
Mn 0.99113 0.23996 -1.68001
O 2.57296 3.37981 -2.40646
S 1.54280 2.64128 -1.78569
O 1.99671 1.56971 -0.81046
O 0.68731 1.78807 -2.69464
C 0.34177 3.60624 -0.94330
C 0.38276 4.98501 -1.02816
C -0.64953 5.71186 -0.45218
C -1.67709 5.04629 0.19795
C -1.69982 3.65856 0.27469
C -0.69388 2.90244 -0.32399
P -0.79281 1.05429 -0.31621
C -2.25876 0.63780 -1.30349
C -3.54358 1.12173 -1.05041
C -4.59434 0.76548 -1.87996
C -4.37903 -0.07647 -2.96182
C -3.10740 -0.56560 -3.22446
C -2.05828 -0.20984 -2.39671
C -1.21266 0.80468 1.43496
C -2.30634 0.04763 1.82895
C -2.63043 -0.07515 3.21582
C -1.84179 0.53189 4.17814
C -0.74141 1.26827 3.78757
C -0.41432 1.40010 2.40663
H 1.21157 5.46330 -1.53398
H -0.64991 6.79104 -0.51352
H -2.48172 5.61104 0.65000
H -2.51045 3.17344 0.80058
H -3.73771 1.78050 -0.21437
H -5.58623 1.14971 -1.68366
H -5.20227 -0.35309 -3.60634
H -2.93985 -1.21901 -4.06950
H -1.06725 -0.60151 -2.61322
H -2.90769 -0.45964 1.08480
H -3.49383 -0.65573 3.51277
H -2.07870 0.41696 5.22603
H -0.11829 1.73862 4.53711
H 0.46650 1.95710 2.10762
O -1.18461 -2.37152 3.09898
S 0.20255 -2.18994 2.78805
O 0.99698 -1.36262 3.64289
N 0.29520 -1.53001 1.21904
C 0.89635 -2.35706 0.45268
S 1.25557 -1.87931 -1.19246
C 1.34073 -3.64054 1.00451
C 2.02457 -4.68015 0.39708
C 2.38538 -5.77406 1.17521
C 2.06257 -5.83266 2.52549
C 1.37210 -4.78875 3.14125
C 1.02645 -3.71556 2.35868
H 2.27485 -4.63336 -0.65465
H 2.92963 -6.59183 0.72335
H 2.35780 -6.69165 3.11178
H 1.11946 -4.82113 4.19268
C 4.63861 -0.33766 -1.97334
C 3.72796 -0.91140 -3.03774
O 2.49618 -0.14138 -3.17134
H 5.54799 -0.93337 -1.90434
H 4.14291 -0.34996 -1.00170
H 4.92202 0.68923 -2.20932
H 3.42371 -1.92304 -2.78750
H 4.20888 -0.93581 -4.01491
H 2.71801 0.67676 -3.63547
*
```



Record 5
The following is a quantum chemistry calculation of CH3NOP2S as an isolated structure, from OMol25.

Summary:
energy relative to the best compared isomer or geometry (same formula, charge and spin)	1.538	eV
HOMO	-8.88	eV
lowest unoccupied orbital energy	-0.3940	eV

ORCA input file:
```
! RIJCOSX wB97M-V def2-TZVPD def2/J DEFGRID3
* xyz 0 1
C 0.13424 -0.53009 0.65572
N 0.65619 0.80866 0.54048
O 1.06787 -0.33713 -1.61216
P 0.20669 -1.47204 -0.73971
P 1.45281 1.02819 -0.77877
S 2.61791 2.38228 -1.42907
H -0.37667 -0.89574 1.53305
H -3.29938 -0.48189 0.87363
H -2.45966 -0.50223 0.95683
*
```